[1]
55
Properties=species:S:1:pos:R:3 method="wB97M-V/def2-TZVPD" s_squared=6.04 charge=+2 homo_lumo_gap_ev="7.86 / 5.30" multiplicity=5 relative_energy_kcal_mol=7.8
Pt 0.240 0.140 0.623
I 1.091 0.251 4.238
S 2.323 -0.111 -1.627
O 2.276 1.080 -0.795
O 2.238 0.021 -3.046
N 1.590 -2.867 -2.404
N -0.750 1.508 -0.759
N -0.423 -2.665 -1.166
N -1.255 1.559 2.033
N -1.750 -0.765 0.694
N 7.761 -2.198 -0.868
N 1.222 -1.059 -0.964
C -1.781 2.663 1.205
C -1.883 0.729 -1.316
C 4.459 -1.743 -2.264
C -2.648 -0.054 -0.251
C 5.725 -2.216 -2.112
C 3.943 -0.814 -1.335
C 6.523 -1.759 -1.016
C -2.216 -0.758 2.091
C 1.136 -3.995 -2.943
C -0.104 -4.521 -2.626
C 0.780 -2.241 -1.556
C -2.275 0.676 2.640
C 5.987 -0.812 -0.086
C 4.716 -0.348 -0.258
C -1.034 2.807 -0.116
C -0.848 -3.810 -1.705
C 1.683 0.322 2.240
H -3.303 -0.770 -0.750
H -1.713 3.613 1.738
H 6.150 -2.919 -2.817
H 4.300 0.394 0.409
H -0.068 1.671 -1.495
H -0.656 1.923 2.763
H -2.841 2.496 1.022
H -0.466 -5.439 -3.062
H -1.451 0.035 -2.037
H -1.824 -4.159 -1.388
H 8.167 -2.859 -1.517
H -1.608 3.446 -0.793
H -1.509 -1.357 2.665
H 2.275 1.212 2.053
H -0.064 3.277 0.046
H 6.607 -0.463 0.731
H 1.793 -4.491 -3.648
H -1.568 -1.705 0.339
H -3.201 -1.225 2.175
H 2.217 -0.600 1.998
H -2.572 1.386 -1.853
H -2.131 0.635 3.719
H -3.265 1.106 2.479
H 8.349 -1.882 -0.110
H 3.834 -2.051 -3.089
H -3.294 0.606 0.321


[2]
66
Properties=species:S:1:pos:R:3 method="wB97M-V/def2-TZVPD" charge=0 homo_lumo_gap_ev=9.60
I -4.772 5.118 -0.568
S -1.363 2.783 -1.584
P -2.402 5.393 -0.975
O 4.851 -5.283 -1.478
O 4.436 -2.352 3.146
O -0.057 -4.328 -3.428
O -2.066 1.583 -1.221
O -2.069 6.228 0.382
O -8.721 3.729 -0.872
O -0.766 -6.043 -4.650
O 5.138 -5.836 -3.645
O 0.119 0.714 4.275
O 2.584 -1.143 2.972
O 2.273 3.352 -1.293
O 1.130 2.225 3.002
O -8.640 2.143 0.730
O 1.575 2.154 5.207
O 0.118 2.657 -0.935
O -1.846 3.890 -0.473
O 3.732 -4.182 -3.049
O -7.503 4.032 0.997
O 2.820 -2.997 1.719
O -1.421 -5.862 -2.500
C -7.800 1.931 1.870
C 2.048 4.755 -1.188
C -0.811 -5.455 -3.432
C 0.990 1.744 4.254
C 4.229 -4.177 -0.805
C 1.243 2.636 -1.843
C -7.409 3.350 2.251
C -8.332 3.338 0.178
C 3.164 -3.759 -1.801
C -0.529 0.632 2.995
C -0.113 -5.161 -5.569
C 4.686 -1.154 3.898
C 0.457 1.342 2.087
C 4.630 -5.170 -2.802
C 0.704 -4.279 -4.640
C 3.241 -2.238 2.534
C 3.284 -0.611 4.109
H 5.303 -0.490 3.291
H 3.833 -4.499 0.151
H 1.584 1.607 -1.943
H 0.918 3.038 -2.812
H 2.981 -2.689 -1.835
H 4.982 -3.403 -0.648
H 0.789 -3.247 -4.969
H 1.697 -4.685 -4.449
H 3.223 0.472 4.099
H 5.207 -1.412 4.814
H -0.691 -0.412 2.744
H -1.174 6.584 0.380
H -0.875 -4.601 -6.113
H 1.192 0.652 1.672
H -6.940 1.334 1.563
H 0.483 -5.747 -6.262
H 1.091 5.036 -1.636
H 2.853 5.280 -1.701
H -8.115 3.803 2.948
H 2.034 5.035 -0.134
H -6.395 3.447 2.630
H 0.001 1.921 1.293
H 2.222 -4.287 -1.647
H -1.484 1.156 3.061
H -8.365 1.405 2.634
H 2.817 -0.997 5.015


[3]
44
Properties=species:S:1:pos:R:3 method="wB97M-V/def2-TZVPD" charge=+1 homo_lumo_gap_ev=9.46 smiles="CC[N+](CC)(CC)[C@@]1(c2ccccc2)C=CCC1"
N 0.043 -0.153 2.859
C 1.302 2.543 6.278
C -0.070 -0.565 4.597
C 1.060 -1.536 4.916
C 1.940 0.248 1.188
C 1.262 1.264 5.706
C -1.914 1.022 1.596
C 0.388 -2.946 4.981
C -1.113 2.749 6.039
C -1.150 1.490 5.486
C 1.498 0.124 2.636
C -1.058 -2.621 5.156
C -0.675 1.124 2.453
C 0.133 3.319 6.400
C 0.028 0.772 5.218
C -1.302 -1.281 4.795
C -0.506 -1.420 2.210
C -0.438 -1.553 0.673
H -1.050 -0.798 0.158
H -2.435 1.998 1.631
H 1.988 -1.526 4.296
H 2.248 2.913 6.650
H -2.647 0.276 1.947
H 0.796 -3.466 5.843
H 2.153 0.677 5.633
H 1.231 0.832 0.567
H 1.427 -1.314 5.941
H 0.036 -2.255 2.697
H -0.848 -2.558 0.346
H -2.295 -0.786 4.748
H -1.817 -3.383 5.479
H -0.906 1.621 3.398
H -1.658 0.841 0.531
H 2.076 -0.686 3.116
H 1.655 1.058 3.191
H 0.053 1.768 1.944
H 0.581 -1.504 0.265
H 0.628 -3.562 4.091
H -1.562 -1.500 2.493
H 2.936 0.756 1.104
H 0.161 4.298 6.833
H -2.153 1.061 5.195
H -2.066 3.286 6.219
H 2.140 -0.745 0.772